<a>
Below is 2 unconnected molecules or ions with the total composition C2H8N2O, with properties calculated with ωB97M-V/def2-TZVPD.

Summary:
M   76.10 u
Charge   0

Structure (XYZ):
```
13
C2H8N2O (ωB97M-V/def2-TZVPD)
C -1.33 -0.82 -0.35
O -1.57 0.63 -0.70
H -2.51 0.85 -0.68
H -1.64 -1.42 -1.21
H -1.99 -1.07 0.49
H -0.12 0.74 0.07
N 0.81 1.18 0.31
C 1.63 -0.96 0.32
N 1.94 0.21 0.70
H 1.12 1.70 -0.51
H 0.72 1.83 1.08
H 0.57 -1.17 -0.09
H 2.38 -1.71 0.57
```


<b>
Below is 2 unconnected molecules or ions with the total composition C2H8N2O, with properties calculated with ωB97M-V/def2-TZVPD.

Summary:
SMILES   [H]/N=C/NC.O
M   76.10 u
Charge   0

Structure (XYZ):
```
13
C2H8N2O (ωB97M-V/def2-TZVPD)
C -0.91 1.25 -0.98
N 0.21 0.85 -0.14
C 1.00 -0.11 -0.68
N 1.68 -1.00 -0.03
H -1.03 0.56 -1.81
H -1.85 1.15 -0.43
H -0.73 2.24 -1.42
H 0.18 0.61 0.85
H 0.94 -0.29 -1.78
H 2.56 -1.23 -0.47
H -1.39 -1.56 2.58
H -0.10 -1.43 1.77
O -0.55 -1.06 2.54
```


<c>
Below is 2 unconnected molecules or ions with the total composition C2H8N2O, with properties calculated with ωB97M-V/def2-TZVPD.

Summary:
SMILES   NC=O.CN
M   76.10 u
Charge   0

Structure (XYZ):
```
13
C2H8N2O (ωB97M-V/def2-TZVPD)
C -2.81 -0.16 0.37
C 2.53 -0.42 -0.03
H -1.85 0.64 -1.16
H -1.28 1.14 0.34
H -2.73 -0.19 1.47
H 3.03 -0.03 0.87
H 2.63 -1.51 -0.05
H 3.04 0.02 -0.90
H 1.04 0.91 0.29
H 0.72 -0.13 -0.85
N -1.69 0.39 -0.19
N 1.12 -0.07 0.07
O -3.76 -0.60 -0.24
```


Most stable pick: <c>. Distance to second place: 0.0254 hartree.


<a>
Below is a single C4H4OS molecule, with properties calculated with ωB97M-V/def2-TZVPD.

Summary:
SMILES   CC#CC(O)=S
M   100.14 u
Charge   0

Structure (XYZ):
```
10
C4H4OS (ωB97M-V/def2-TZVPD)
C -3.17 -0.30 0.16
C -1.77 0.05 -0.11
C -0.57 0.23 -0.33
C 0.76 0.33 -0.16
H -3.55 0.33 -0.68
H -3.56 0.14 0.99
H -3.30 -1.40 0.14
H 0.70 2.25 0.21
O 1.33 1.55 0.14
S 1.72 -0.97 0.05
```


<b>
Below is a single C4H4OS molecule, with properties calculated with ωB97M-V/def2-TZVPD.

Summary:
SMILES   CC(=O)C=C=S
M   100.14 u
Charge   0

Structure (XYZ):
```
10
C4H4OS (ωB97M-V/def2-TZVPD)
C 0.67 0.96 0.01
C 0.02 -0.37 0.09
C 1.95 0.67 0.09
C -1.48 -0.45 -0.09
O 0.75 -1.30 0.38
S 3.42 0.17 0.00
H 0.30 1.98 0.03
H -1.68 -0.03 -1.06
H -2.07 -0.10 0.64
H -1.88 -1.54 -0.09
```


<c>
Below is a single C4H4OS molecule, with properties calculated with ωB97M-V/def2-TZVPD.

Summary:
SMILES   CC(=S)C=C=O
M   100.14 u
Charge   0

Structure (XYZ):
```
10
C4H4OS (ωB97M-V/def2-TZVPD)
C -0.81 0.68 0.87
C 0.44 -0.40 -0.01
C -0.96 0.57 2.16
C 0.51 -0.24 -1.47
O -0.81 0.33 3.29
S 1.21 -1.47 0.92
H -1.37 1.02 0.03
H -0.06 0.55 -2.03
H 0.30 -1.21 -2.10
H 1.54 0.16 -1.66
```


Most stable pick: <b>. Distance to second place: 0.0290 hartree.